(1)
This record from OMol25 describes the molecule C3H5N3O in a non-equilibrium geometry. The level of theory is wB97M-V/def2-TZVPD.

Properties
- SMILES = [H]/N=C(\N)OCC#N
- LUMO energy (eV) = 0.6
- gap between HOMO and LUMO (Eh) = 0.38073
- highest occupied orbital energy (hartree) = -0.3587
- energy relative to the best compared isomer or geometry (same formula, charge and spin) (kJ/mol) = 171.09

ORCA input file:
```
! wB97M-V def2-TZVPD RIJCOSX def2/J DEFGRID3
* xyz 0 1
H 1.045 -0.362 2.000
N 0.567 -0.562 1.156
C 0.742 0.271 0.248
N 1.403 1.370 0.275
O 0.078 0.153 -0.971
C -0.874 -0.886 -0.984
C -1.987 -0.361 -0.132
N -2.875 -0.238 0.567
H 2.196 1.522 0.941
H 1.412 1.929 -0.623
H -0.487 -1.811 -0.495
H -1.221 -1.025 -1.981
*
```

(2)
This record from OMol25 describes C23H28GeN5O11P2PbSe as an isolated structure. The level of theory is wB97M-V/def2-TZVPD.

Properties
- LUMO energy (eV) = 0.8
- gap between HOMO and LUMO (Eh) = 0.23336
- highest occupied orbital energy (hartree) = -0.2033
- energy relative to the best compared isomer or geometry (same formula, charge and spin) (kJ/mol) = 71.02

ORCA input file:
```
! wB97M-V def2-TZVPD RIJCOSX def2/J DEFGRID3
* xyz -1 1
Pb 0.173 0.531 0.017
O -0.746 1.505 -2.223
N -1.376 0.841 -3.087
N -1.347 -0.436 -2.896
O -0.686 -1.006 -1.929
C -2.095 -1.267 -3.795
C -2.039 -2.638 -3.598
C -2.755 -3.482 -4.440
C -3.522 -2.964 -5.471
C -3.571 -1.587 -5.656
C -2.864 -0.734 -4.826
H -1.437 -3.017 -2.786
H -2.708 -4.552 -4.284
H -4.081 -3.624 -6.123
H -4.168 -1.170 -6.458
H -2.897 0.337 -4.966
O 2.037 2.154 2.989
P 1.810 0.562 3.107
O 2.692 -0.014 4.129
O 1.820 -0.028 1.703
O 0.242 0.439 3.608
P -0.975 1.449 3.268
O -2.238 0.426 3.367
O -1.123 2.516 4.272
O -0.833 1.814 1.797
H 1.284 2.616 2.603
H -2.569 0.496 4.267
O -6.706 -3.043 2.583
N -6.390 -2.199 1.769
O -7.191 -1.558 1.117
C -4.943 -1.951 1.554
C -4.117 -2.784 2.208
C -2.703 -2.666 2.090
C -1.831 -3.514 2.792
C -0.485 -3.324 2.685
C -0.021 -2.296 1.855
N -0.826 -1.506 1.170
C -2.160 -1.658 1.296
C -3.052 -0.733 0.619
N -2.471 0.263 -0.071
C -3.219 1.152 -0.681
C -4.614 1.070 -0.680
C -5.229 0.063 0.010
C -4.449 -0.875 0.717
H -4.539 -3.551 2.843
H -2.242 -4.297 3.419
H 0.223 -3.931 3.231
H 1.038 -2.079 1.767
H -2.696 1.949 -1.195
H -5.199 1.804 -1.217
H -6.302 -0.010 0.018
C 4.504 2.555 -1.337
Ge 4.208 1.997 -3.180
C 5.776 2.435 -4.270
C 2.628 2.870 -3.916
C 3.982 0.053 -3.224
Se 2.110 -0.367 -2.861
C 2.378 -2.225 -2.340
H 4.676 3.631 -1.288
H 5.370 2.045 -0.915
H 3.635 2.316 -0.721
H 5.973 3.509 -4.256
H 5.612 2.129 -5.304
H 6.659 1.919 -3.891
H 2.734 3.954 -3.847
H 1.731 2.572 -3.368
H 2.489 2.599 -4.964
H 4.594 -0.392 -2.437
H 4.282 -0.368 -4.184
H 3.067 -2.695 -3.038
H 1.408 -2.716 -2.383
H 2.776 -2.277 -1.328
*
```

(3)
This record from OMol25 describes a 2-piece molecular cluster, CH3NO2S overall in a non-equilibrium geometry. The level of theory is wB97M-V/def2-TZVPD.

Properties
- LUMO energy (alpha / beta) (eV) = -2.5 / -2.5
- gap between HOMO and LUMO (alpha / beta) (Eh) = 0.26922 / 0.26869
- highest occupied orbital energy (alpha / beta) (hartree) = -0.3620 / -0.3620
- energy relative to the best compared isomer or geometry (same formula, charge and spin) (kJ/mol) = 578.84

ORCA input file:
```
! wB97M-V def2-TZVPD RIJCOSX def2/J DEFGRID3
* xyz 0 1
C -1.116 0.072 -0.134
N 1.054 -0.596 -0.267
O 0.767 -1.120 0.780
O 0.103 0.179 -0.815
S 3.421 1.192 0.190
H -0.844 -0.121 0.852
H -1.720 -0.648 -0.517
H -1.665 1.041 -0.089
*
```

(4)
This record from OMol25 describes a 8-piece molecular cluster, C45H112N8O overall in a non-equilibrium geometry. The level of theory is wB97M-V/def2-TZVPD.

Properties
- SMILES = CCN(CC)CC.CCN(CC)CC.CCN(CC)CC.CCN(CC)CC.CCN(CC)CC.CCN(CC)CC.CCN(CC)CC.CNC(C)=O
- LUMO energy (eV) = 0.5
- gap between HOMO and LUMO (Eh) = 0.31739
- highest occupied orbital energy (hartree) = -0.2974
- energy relative to the best compared isomer or geometry (same formula, charge and spin) (kJ/mol) = 237.19

ORCA input file:
```
! wB97M-V def2-TZVPD RIJCOSX def2/J DEFGRID3
* xyz 0 1
C -6.451 6.347 0.765
C -5.438 6.551 1.866
N -5.180 5.316 2.633
C -4.547 4.261 1.855
C -4.406 2.975 2.690
C -4.536 5.605 3.906
C -3.226 6.414 3.819
H -7.351 5.822 1.093
H -6.056 5.768 -0.071
H -6.777 7.325 0.405
H -4.528 6.940 1.395
H -5.856 7.203 2.633
H -5.119 4.056 0.952
H -3.507 4.478 1.573
H -4.402 2.063 2.083
H -3.413 2.936 3.142
H -5.236 2.850 3.384
H -4.326 4.692 4.460
H -5.255 6.174 4.499
H -3.369 7.433 3.456
H -2.513 5.956 3.128
H -2.732 6.485 4.789
C -1.116 -0.178 1.815
C -0.019 0.474 0.987
N -0.435 0.747 -0.390
C -1.599 1.629 -0.448
C -1.359 3.053 0.036
C 0.704 1.171 -1.183
C 0.437 1.209 -2.661
H -1.722 0.424 2.495
H -0.744 -0.984 2.454
H -1.788 -0.717 1.138
H 0.285 1.417 1.463
H 0.846 -0.190 1.032
H -1.945 1.643 -1.484
H -2.436 1.212 0.114
H -1.262 3.046 1.124
H -0.516 3.557 -0.435
H -2.210 3.701 -0.189
H 1.480 0.431 -0.972
H 1.169 2.130 -0.894
H 0.367 0.179 -3.028
H 1.176 1.744 -3.261
H -0.490 1.667 -3.021
C 4.128 0.346 0.741
C 5.220 0.017 -0.258
N 5.132 -1.147 -1.124
C 3.903 -1.097 -1.930
C 3.728 0.089 -2.867
C 5.159 -2.440 -0.440
C 6.498 -2.686 0.243
H 4.096 1.371 1.110
H 4.049 -0.360 1.571
H 3.138 0.293 0.270
H 5.299 0.937 -0.855
H 6.235 0.067 0.153
H 3.906 -2.006 -2.534
H 3.018 -1.132 -1.277
H 3.166 -0.142 -3.770
H 3.170 0.890 -2.379
H 4.696 0.532 -3.114
H 4.933 -3.296 -1.072
H 4.371 -2.415 0.334
H 6.781 -2.057 1.091
H 7.251 -2.392 -0.498
H 6.629 -3.712 0.582
C 4.358 -2.142 5.159
C 4.401 -2.425 3.666
N 4.130 -3.816 3.316
C 4.974 -4.930 3.759
C 6.413 -4.476 3.898
C 2.735 -4.190 3.535
C 1.717 -3.548 2.636
H 4.799 -2.896 5.811
H 3.333 -1.998 5.513
H 4.862 -1.196 5.383
H 3.713 -1.821 3.077
H 5.382 -2.189 3.245
H 4.862 -5.769 3.068
H 4.656 -5.390 4.707
H 6.952 -4.195 2.985
H 7.055 -5.263 4.301
H 6.536 -3.561 4.476
H 2.598 -5.268 3.374
H 2.422 -4.164 4.593
H 1.983 -3.627 1.579
H 0.752 -4.039 2.780
H 1.537 -2.482 2.815
C -2.715 6.328 -7.399
C -1.741 5.417 -6.590
N -2.193 5.207 -5.220
C -1.082 5.350 -4.283
C -1.506 5.329 -2.802
C -2.774 3.877 -5.028
C -4.059 3.631 -5.824
H -3.703 5.880 -7.467
H -2.234 6.581 -8.340
H -2.839 7.196 -6.749
H -1.609 4.427 -7.040
H -0.788 5.944 -6.656
H -0.316 4.572 -4.415
H -0.573 6.299 -4.459
H -0.922 6.033 -2.201
H -2.500 5.704 -2.550
H -1.359 4.313 -2.442
H -3.046 3.717 -3.980
H -2.058 3.054 -5.175
H -4.677 2.913 -5.287
H -3.801 3.209 -6.798
H -4.602 4.560 -5.985
C -1.030 -2.124 5.223
C -1.485 -3.270 6.109
N -0.347 -4.007 6.637
C -0.646 -5.404 6.914
C 0.597 -6.272 6.970
C 0.376 -3.296 7.668
C -0.353 -2.670 8.857
H -1.820 -1.623 4.652
H -0.388 -2.521 4.434
H -0.545 -1.282 5.722
H -2.219 -2.908 6.842
H -2.110 -3.904 5.475
H -1.182 -5.536 7.868
H -1.263 -5.769 6.092
H 1.286 -6.008 6.160
H 1.213 -6.068 7.850
H 0.366 -7.334 6.927
H 0.769 -2.419 7.126
H 1.323 -3.744 7.978
H 0.280 -2.022 9.457
H -0.856 -3.436 9.456
H -1.175 -2.053 8.482
C 1.606 -3.958 -1.645
C 0.855 -2.992 -2.527
N -0.539 -3.450 -2.744
C -0.641 -4.496 -3.739
C -0.355 -4.031 -5.171
C -1.510 -2.369 -2.788
C -2.908 -2.862 -2.555
H 1.837 -4.905 -2.133
H 1.057 -4.167 -0.728
H 2.551 -3.475 -1.390
H 0.776 -2.033 -2.013
H 1.348 -2.845 -3.494
H 0.032 -5.324 -3.501
H -1.609 -4.998 -3.696
H 0.613 -3.558 -5.347
H -0.342 -4.836 -5.915
H -1.143 -3.359 -5.521
H -1.474 -1.831 -3.748
H -1.284 -1.678 -1.972
H -3.663 -2.073 -2.577
H -3.013 -3.445 -1.640
H -3.236 -3.507 -3.381
C -2.432 -0.110 -7.601
N -1.087 -0.041 -7.031
C -0.339 1.087 -6.992
C 1.069 0.856 -6.485
O -0.695 2.140 -7.492
H -3.174 0.132 -6.847
H -2.572 -1.110 -8.007
H -2.451 0.542 -8.474
H -0.602 -0.907 -6.875
H 1.147 0.057 -5.741
H 1.497 1.665 -5.888
H 1.710 0.722 -7.354
*
```

(5)
This record from OMol25 describes C16H13OPdS as an isolated structure. The level of theory is wB97M-V/def2-TZVPD.

Properties
- LUMO energy (eV) = 2.8
- gap between HOMO and LUMO (Eh) = 0.23324
- highest occupied orbital energy (hartree) = -0.1318

ORCA input file:
```
! wB97M-V def2-TZVPD RIJCOSX def2/J DEFGRID3
* xyz -1 1
Pd 0.569 -0.379 0.124
C -0.760 1.154 -2.742
C 0.577 1.120 -2.421
C 1.180 -0.074 -1.958
C 0.392 -1.240 -1.827
C -0.995 -1.160 -2.108
C -1.555 0.008 -2.573
H -1.207 2.072 -3.103
H 1.187 2.008 -2.538
H 2.260 -0.132 -1.901
H 0.854 -2.211 -1.690
H -1.609 -2.042 -1.976
H -2.615 0.049 -2.793
C 3.329 -0.364 8.537
C 2.513 0.208 9.666
O 2.861 0.173 10.820
S 0.949 0.982 9.278
C 0.800 0.764 7.527
C 1.282 1.733 6.650
C 1.202 1.543 5.283
C 0.637 0.378 4.738
C 0.129 -0.575 5.640
C 0.205 -0.384 7.006
C 0.583 0.168 3.336
C 0.557 -0.024 2.125
H 4.242 -0.782 8.953
H 3.562 0.419 7.815
H 2.768 -1.128 7.999
H 1.733 2.633 7.050
H 1.584 2.295 4.605
H -0.323 -1.472 5.238
H -0.188 -1.133 7.684
*
```

(6)
This record from OMol25 describes a 2-piece molecular cluster, C3H2Cl2 overall in a non-equilibrium geometry. The level of theory is wB97M-V/def2-TZVPD.

Properties
- <S²> = 2.014
- LUMO energy (alpha / beta) (eV) = 0.8 / -1.9
- gap between HOMO and LUMO (alpha / beta) (Eh) = 0.26079 / 0.34515
- highest occupied orbital energy (alpha / beta) (hartree) = -0.2323 / -0.4158
- energy relative to the best compared isomer or geometry (same formula, charge and spin) (kJ/mol) = 111.52

ORCA input file:
```
! wB97M-V def2-TZVPD RIJCOSX def2/J DEFGRID3
* xyz 0 3
C -0.404 0.419 -0.155
C -0.687 -0.923 0.351
C -1.688 0.087 0.116
Cl 3.304 -0.030 0.005
Cl -3.330 0.456 0.133
H 0.108 1.182 -0.665
H 2.695 -1.192 0.215
*
```